1.
A cluster of 6 separate species, C36H72FN3O8 in total at a distorted geometry, computed with ωB97M-V/def2-TZVPD.

Structure (XYZ):
```
120
C36H72FN3O8 (ωB97M-V/def2-TZVPD)
C 3.860 -1.928 -10.827
C 4.396 -0.806 -9.891
C 5.236 0.156 -10.717
C 3.316 0.109 -9.299
C 2.485 -0.580 -8.172
C 3.446 -0.994 -7.031
C 4.585 -1.970 -7.432
C 5.711 -1.915 -6.311
C 4.063 -3.363 -7.690
N 5.114 -1.460 -8.756
O 6.405 -1.902 -9.154
H 3.052 -1.539 -11.446
H 4.646 -2.281 -11.494
H 3.438 -2.762 -10.265
H 4.585 0.533 -11.506
H 5.465 0.960 -10.017
H 6.125 -0.118 -11.286
H 3.708 1.031 -8.870
H 2.743 0.434 -10.167
H 1.708 0.082 -7.789
H 2.106 -1.495 -8.627
H 2.891 -1.391 -6.180
H 3.760 -0.044 -6.598
H 6.434 -2.731 -6.283
H 5.248 -1.805 -5.331
H 6.283 -0.989 -6.373
H 3.783 -4.002 -6.853
H 4.871 -3.930 -8.153
H 3.224 -3.380 -8.385
H 6.958 -1.247 -8.723
C -4.902 2.453 -3.339
C -5.490 3.173 -4.586
C -4.616 4.334 -5.188
C -5.590 2.141 -5.715
C -6.715 1.201 -5.854
C -8.097 1.930 -5.653
C -8.067 2.890 -4.449
C -9.352 3.771 -4.509
C -8.109 1.895 -3.209
N -6.843 3.761 -4.408
O -6.910 4.694 -3.391
H -5.395 2.852 -2.452
H -5.256 1.427 -3.244
H -3.815 2.368 -3.329
H -5.264 4.639 -6.009
H -4.534 5.148 -4.467
H -3.634 3.929 -5.434
H -5.609 2.685 -6.660
H -4.679 1.619 -6.006
H -6.595 0.862 -6.883
H -6.709 0.307 -5.231
H -8.902 1.197 -5.703
H -8.263 2.565 -6.524
H -10.139 3.199 -5.000
H -9.154 4.604 -5.182
H -9.516 4.265 -3.551
H -9.098 1.438 -3.220
H -8.064 2.526 -2.322
H -7.297 1.167 -3.195
H -6.899 5.511 -3.895
C 1.778 -4.688 6.273
C 2.245 -5.600 7.419
C 2.429 -4.738 8.697
C 1.052 -6.507 7.812
C 1.019 -7.841 7.182
C 2.409 -8.488 7.156
C 3.520 -7.662 6.452
C 4.847 -8.333 6.838
C 3.297 -7.606 4.909
N 3.480 -6.345 7.080
O 4.570 -5.582 6.694
H 2.511 -4.119 5.700
H 1.235 -5.246 5.510
H 1.082 -3.908 6.581
H 3.179 -4.044 8.319
H 1.517 -4.191 8.933
H 2.869 -5.177 9.593
H 1.122 -6.782 8.865
H 0.101 -6.043 7.553
H 0.263 -8.369 7.763
H 0.768 -7.720 6.128
H 2.209 -9.486 6.766
H 2.639 -8.609 8.215
H 4.894 -9.390 6.577
H 5.147 -8.073 7.853
H 5.659 -7.784 6.361
H 3.120 -8.617 4.541
H 4.192 -7.208 4.430
H 2.501 -6.936 4.586
H 4.513 -5.443 5.745
O -3.433 7.840 6.234
C -3.769 6.773 5.714
O -3.441 5.505 6.173
C -4.250 4.567 5.525
C -4.423 5.263 4.261
F -5.675 5.018 3.861
O -4.442 6.644 4.703
H -3.615 3.696 5.361
H -5.114 4.347 6.152
H -3.664 5.143 3.487
C 2.994 2.926 3.712
C 2.464 2.366 2.388
C 3.499 1.907 1.389
O 1.311 2.056 2.242
H 2.233 3.351 4.366
H 3.789 3.633 3.477
H 3.482 2.195 4.357
H 3.222 1.212 0.596
H 4.401 1.564 1.897
H 3.874 2.829 0.944
C -0.794 7.726 12.009
C 0.622 8.194 11.676
C 1.596 7.292 10.943
O 0.978 9.282 12.087
H -1.168 7.422 11.032
H -1.384 8.616 12.229
H -0.870 6.915 12.733
H 2.516 7.735 10.562
H 0.995 6.933 10.107
H 1.767 6.363 11.486
```

Its HOMO-LUMO gap is 8.174 eV. Its spin multiplicity is 1. Its HOMO energy is -7.854 eV. The charge is 0. The LUMO energy is 0.320 eV.

2.
A cluster of 11 separate species, C36H72O14S3 in total at a distorted geometry, computed with ωB97M-V/def2-TZVPD.

Structure (XYZ):
```
125
C36H72O14S3 (ωB97M-V/def2-TZVPD)
O -5.316 2.601 -1.884
S -4.270 2.016 -2.717
O -3.560 0.854 -2.238
C -4.940 1.786 -4.397
C -3.985 2.596 -5.306
C -3.389 3.770 -4.561
C -3.020 3.316 -3.150
H -5.954 2.193 -4.341
H -4.939 0.706 -4.579
H -3.164 1.932 -5.578
H -4.496 2.872 -6.228
H -4.150 4.559 -4.493
H -2.545 4.180 -5.115
H -3.114 4.100 -2.412
H -1.990 2.945 -3.107
O 1.995 0.116 -2.198
S 1.059 -0.463 -1.262
O 0.349 -1.684 -1.539
C 1.855 -0.670 0.310
C 1.696 0.724 0.904
C 0.213 1.082 0.691
C -0.164 0.844 -0.772
H 2.880 -0.927 0.082
H 1.327 -1.401 0.944
H 1.930 0.738 1.965
H 2.268 1.494 0.378
H 0.033 2.107 1.029
H -0.377 0.479 1.358
H 0.038 1.689 -1.449
H -1.197 0.479 -0.905
O 5.324 -1.539 5.758
S 4.789 -1.217 4.466
O 4.383 0.148 4.218
C 5.925 -1.772 3.130
C 4.975 -2.207 2.049
C 3.788 -2.972 2.684
C 3.418 -2.259 4.001
H 6.555 -2.561 3.564
H 6.627 -0.963 2.898
H 4.719 -1.320 1.480
H 5.481 -2.790 1.269
H 4.111 -4.020 2.863
H 2.956 -2.975 1.979
H 3.148 -2.979 4.771
H 2.551 -1.628 3.892
C 0.131 -1.176 -5.394
C -0.766 0.043 -5.517
C -0.472 1.153 -4.542
O -1.555 0.191 -6.440
H -0.082 -1.719 -4.467
H 1.183 -0.906 -5.395
H -0.046 -1.881 -6.192
H 0.493 1.233 -3.997
H -1.205 0.913 -3.739
H -0.713 2.104 -5.031
C -4.286 2.322 1.120
C -3.670 1.395 2.130
C -4.690 0.742 2.970
O -2.493 1.214 2.220
H -3.494 2.612 0.439
H -4.701 3.206 1.593
H -5.139 1.875 0.590
H -5.188 1.535 3.531
H -4.136 0.081 3.639
H -5.442 0.182 2.407
C -3.187 -2.140 -3.370
C -3.045 -3.643 -3.312
C -1.635 -4.160 -3.368
O -3.991 -4.367 -3.246
H -2.535 -1.642 -2.664
H -4.213 -1.899 -3.108
H -2.976 -1.792 -4.388
H -0.925 -3.679 -2.696
H -1.226 -3.947 -4.379
H -1.644 -5.245 -3.278
C 2.409 3.718 -2.185
C 0.985 4.178 -2.618
C 0.961 5.076 -3.839
O 0.018 3.825 -2.024
H 2.468 3.631 -1.093
H 3.197 4.360 -2.523
H 2.553 2.708 -2.548
H 1.620 4.720 -4.658
H 1.229 6.081 -3.466
H -0.052 5.184 -4.178
C 0.736 -5.530 1.743
C 1.130 -6.083 0.370
C 1.286 -5.125 -0.777
O 1.161 -7.249 0.163
H -0.313 -5.670 2.018
H 0.927 -4.478 1.815
H 1.399 -6.034 2.458
H 1.768 -5.592 -1.642
H 1.848 -4.268 -0.421
H 0.308 -4.771 -1.058
C -2.144 -2.467 1.270
C -1.235 -2.294 2.471
C -1.847 -2.743 3.803
O -0.117 -1.912 2.364
H -3.110 -1.970 1.454
H -2.467 -3.522 1.164
H -1.667 -2.191 0.335
H -2.728 -2.164 4.093
H -1.076 -2.636 4.594
H -2.080 -3.802 3.743
C 5.025 2.895 1.801
C 4.400 3.938 2.688
C 2.888 3.892 2.762
O 5.047 4.583 3.431
H 4.249 2.333 1.295
H 5.516 2.163 2.441
H 5.711 3.333 1.102
H 2.529 4.038 1.745
H 2.413 4.622 3.420
H 2.659 2.845 3.065
C 1.088 1.168 4.728
C 0.267 -0.010 5.221
C -1.232 0.286 5.360
O 0.722 -1.058 5.571
H 0.646 1.782 3.933
H 2.052 0.766 4.399
H 1.351 1.758 5.620
H -1.648 -0.450 6.030
H -1.620 0.227 4.343
H -1.408 1.328 5.653
```

Its HOMO-LUMO gap is 9.710 eV. Its spin multiplicity is 1. Its HOMO energy is -9.460 eV. The energy relative to the best compared isomer or geometry (same formula, charge and spin) is 0.00 kJ/mol. The charge is 0. The LUMO energy is 0.250 eV.

3.
A cluster of 9 separate species, C36H72O15 in total at a distorted geometry, computed with ωB97M-V/def2-TZVPD.

Structure (XYZ):
```
123
C36H72O15 (ωB97M-V/def2-TZVPD)
C 0.291 3.379 2.318
C 1.284 3.454 1.216
O 0.689 3.504 -0.086
C 1.583 3.737 -1.109
C 0.827 4.285 -2.286
O 2.753 3.523 -1.020
H -0.240 4.368 2.318
H 0.757 3.252 3.270
H -0.478 2.568 2.257
H 1.872 4.393 1.260
H 1.974 2.625 1.219
H 0.390 5.246 -2.048
H 0.071 3.596 -2.639
H 1.476 4.443 -3.125
C 2.787 1.313 4.807
C 3.887 1.506 3.740
O 3.435 0.814 2.530
C 4.313 0.961 1.502
C 3.893 0.293 0.260
O 5.330 1.621 1.607
H 1.925 1.817 4.358
H 3.073 1.858 5.729
H 2.654 0.237 4.942
H 3.973 2.541 3.476
H 4.838 1.067 4.041
H 4.746 0.264 -0.434
H 2.895 0.531 -0.167
H 3.683 -0.756 0.571
C -3.210 4.524 -0.563
C -2.805 3.205 0.138
O -3.586 2.092 -0.386
C -4.188 1.366 0.558
C -4.841 0.104 0.006
O -4.332 1.667 1.727
H -4.206 4.861 -0.261
H -3.261 4.460 -1.653
H -2.473 5.279 -0.575
H -1.744 2.939 -0.062
H -2.919 3.226 1.218
H -5.937 0.206 -0.114
H -4.659 -0.738 0.675
H -4.390 -0.168 -0.964
C 3.174 -1.455 -3.134
C 3.950 -0.986 -4.334
O 4.807 0.064 -3.831
C 4.330 1.297 -3.746
C 5.271 2.271 -3.111
O 3.214 1.609 -4.125
H 3.852 -1.837 -2.330
H 2.490 -2.251 -3.233
H 2.589 -0.604 -2.746
H 4.611 -1.733 -4.797
H 3.322 -0.627 -5.148
H 4.638 3.017 -2.622
H 5.707 2.776 -3.960
H 6.011 1.797 -2.475
C -2.528 -3.268 2.165
C -3.433 -3.607 0.957
O -4.743 -2.993 1.219
C -5.566 -3.746 2.008
C -6.893 -3.227 2.443
O -5.190 -4.874 2.357
H -2.473 -2.186 2.355
H -1.508 -3.630 2.012
H -2.852 -3.818 3.056
H -3.110 -3.267 -0.027
H -3.724 -4.661 0.923
H -7.113 -3.744 3.373
H -7.705 -3.489 1.748
H -6.929 -2.151 2.606
C 0.042 -1.136 -5.823
C -0.974 -0.073 -6.136
O -1.666 0.234 -4.950
C -2.879 0.818 -5.086
C -3.290 1.396 -3.766
O -3.425 0.826 -6.164
H 0.569 -1.398 -6.760
H -0.371 -2.058 -5.375
H 0.784 -0.735 -5.145
H -0.538 0.865 -6.533
H -1.645 -0.407 -6.908
H -3.849 2.303 -3.817
H -2.340 1.576 -3.219
H -3.900 0.694 -3.184
C 3.569 -3.945 1.625
C 2.915 -4.513 0.363
C 1.810 -3.513 0.043
O 1.379 -2.881 1.241
C 2.367 -3.172 2.270
H 4.357 -3.264 1.366
H 4.011 -4.660 2.236
H 2.468 -5.427 0.576
H 3.616 -4.565 -0.497
H 1.013 -4.044 -0.504
H 2.180 -2.721 -0.610
H 1.889 -3.701 3.046
H 2.758 -2.226 2.665
C -1.856 -0.860 5.162
C -0.425 -0.472 5.147
C -0.154 -0.503 3.632
O -1.300 0.094 3.063
C -2.437 -0.111 4.006
H -2.432 -0.444 6.026
H -1.964 -1.938 5.098
H 0.258 -1.145 5.741
H -0.295 0.562 5.510
H -0.098 -1.536 3.262
H 0.769 -0.040 3.299
H -3.124 -0.679 3.403
H -2.893 0.881 4.095
C -0.488 -0.970 -0.531
C -0.481 -0.693 -2.064
C 0.030 0.738 -2.103
O 0.991 0.748 -0.977
C 0.463 0.060 0.135
H -0.288 -2.044 -0.249
H -1.433 -0.734 -0.093
H -1.429 -0.850 -2.538
H 0.246 -1.317 -2.591
H -0.689 1.509 -1.814
H 0.663 1.019 -2.952
H -0.118 0.662 0.815
H 1.312 -0.350 0.708
```

Its HOMO-LUMO gap is 9.954 eV. Its spin multiplicity is 1. Its HOMO energy is -9.395 eV. The energy relative to the best compared isomer or geometry (same formula, charge and spin) is 0.00 kJ/mol. The charge is 0. The LUMO energy is 0.560 eV.

4.
A cluster of 10 separate species, C36H72O16 in total at a distorted geometry, computed with ωB97M-V/def2-TZVPD.

Structure (XYZ):
```
124
C36H72O16 (ωB97M-V/def2-TZVPD)
C -0.290 1.649 0.752
C 0.016 0.379 -0.046
O -0.884 -0.367 -0.355
C 1.472 -0.016 -0.231
H -1.349 1.888 0.656
H 0.389 2.296 0.198
H -0.153 1.547 1.829
H 1.527 -0.978 -0.739
H 1.995 -0.118 0.720
H 1.937 0.729 -0.877
C -4.495 0.926 1.873
C -3.597 0.999 3.090
O -2.363 0.975 3.012
C -4.265 1.037 4.452
H -5.058 1.841 1.689
H -5.211 0.110 1.974
H -3.892 0.683 0.998
H -3.589 0.546 5.152
H -5.259 0.589 4.453
H -4.337 2.076 4.771
C -0.511 3.783 4.153
C -0.743 4.854 5.168
O -1.143 4.593 6.301
C -0.560 6.266 4.691
H -0.330 2.847 4.683
H 0.371 3.899 3.523
H -1.372 3.681 3.492
H -0.413 6.884 5.577
H -1.462 6.453 4.109
H 0.316 6.386 4.053
C 3.541 1.370 2.684
C 3.674 0.222 3.674
O 2.763 -0.457 4.146
C 5.073 -0.211 4.061
H 4.026 2.304 2.968
H 2.499 1.526 2.407
H 4.142 1.051 1.832
H 5.729 0.659 4.037
H 5.339 -1.111 3.507
H 5.062 -0.625 5.069
O 1.046 -1.224 -3.806
C 0.008 -1.829 -3.967
O -0.012 -2.958 -4.677
C 1.235 -3.396 -5.201
C 1.207 -4.870 -5.643
C -1.371 -1.465 -3.453
H 2.138 -3.152 -4.641
H 1.223 -2.770 -6.093
H 2.239 -5.071 -5.932
H 0.455 -4.961 -6.427
H 1.058 -5.594 -4.843
H -1.319 -0.525 -2.904
H -1.822 -2.250 -2.845
H -2.063 -1.175 -4.244
O -4.308 -4.697 0.450
C -4.817 -3.853 1.174
O -4.490 -2.522 1.354
C -3.477 -1.979 0.515
C -4.127 -1.523 -0.840
C -6.048 -4.242 1.919
H -2.660 -2.671 0.313
H -2.996 -1.104 0.953
H -4.834 -0.700 -0.734
H -4.483 -2.324 -1.488
H -3.338 -0.994 -1.373
H -6.053 -5.228 2.383
H -6.806 -4.277 1.136
H -6.457 -3.474 2.576
O 5.675 -3.500 2.109
C 5.155 -2.891 1.186
O 5.727 -2.018 0.327
C 7.128 -1.846 0.268
C 7.416 -0.722 -0.661
C 3.621 -2.850 1.032
H 7.655 -2.688 -0.182
H 7.673 -1.636 1.188
H 8.489 -0.801 -0.840
H 7.174 0.239 -0.207
H 6.854 -0.900 -1.578
H 3.097 -2.516 1.928
H 3.289 -3.869 0.835
H 3.450 -2.223 0.157
O -5.905 3.799 -0.851
C -5.369 2.910 -1.526
O -6.020 2.068 -2.233
C -7.453 2.128 -2.453
C -7.976 0.792 -3.013
C -3.891 2.708 -1.601
H -7.691 2.944 -3.136
H -8.036 2.397 -1.571
H -9.043 0.766 -2.790
H -7.337 0.079 -2.493
H -7.884 0.716 -4.097
H -3.333 3.249 -0.838
H -3.461 2.938 -2.576
H -3.755 1.628 -1.551
O 3.712 -5.567 -3.086
C 3.481 -4.457 -2.550
O 2.374 -4.007 -1.984
C 1.258 -4.860 -1.682
C 0.290 -4.076 -0.788
C 4.507 -3.342 -2.658
H 1.672 -5.753 -1.214
H 0.780 -5.134 -2.622
H -0.449 -4.820 -0.490
H -0.268 -3.241 -1.211
H 0.752 -3.777 0.152
H 4.977 -3.555 -3.619
H 5.377 -3.396 -2.004
H 4.017 -2.376 -2.542
O 3.387 4.233 1.175
C 3.105 3.912 0.050
O 1.932 4.257 -0.578
C 1.096 5.333 -0.124
C 1.635 6.566 -0.806
C 4.008 3.029 -0.713
H 1.207 5.465 0.952
H 0.032 5.309 -0.360
H 0.989 7.441 -0.740
H 1.969 6.383 -1.827
H 2.453 6.824 -0.133
H 3.740 2.008 -0.440
H 5.033 3.174 -0.370
H 3.960 3.189 -1.790
```

Its HOMO-LUMO gap (spin up / spin down) is 6.836 / 2.969 eV. Its spin multiplicity is 2. Its HOMO energy (spin up / spin down) is -11.560 / -11.553 eV. The charge is +1. The LUMO energy (spin up / spin down) is -4.724 / -8.584 eV.

Which of these has the highest spin multiplicity?
C36H72O16